# 1
# C33H26BrCl9N4O4STc

C33H26BrCl9N4O4STc as an isolated structure (ωB97M-V/def2-TZVPD, OMol25).

The geometry in ORCA input format:
```
! RIJCOSX wB97M-V def2-TZVPD def2/J DEFGRID3
* xyz 0 4
Tc -0.4760 -1.5616 -0.5838
O 0.1051 2.2268 -2.6693
C -0.3919 1.9340 -3.8924
C -0.8553 2.9849 -4.6765
C -1.2823 2.7536 -5.9716
C -1.2314 1.4756 -6.5133
C -0.8021 0.4219 -5.7277
C -0.4101 0.6271 -4.4087
C -0.0737 -0.5563 -3.5456
O -1.1562 -0.8680 -2.5897
N 1.0448 -0.2744 -2.6742
N 1.2212 -1.3605 -1.7417
C 1.6209 -0.9424 -0.5214
C 2.4793 -1.7651 0.3433
Br 2.9127 -3.4795 -0.3315
C 2.8213 -1.3364 1.5592
C 3.5708 -1.9697 2.6456
C 3.1901 -1.6452 3.9519
C 3.8343 -2.2021 5.0413
C 4.8952 -3.0756 4.8472
C 5.3007 -3.3849 3.5578
C 4.6454 -2.8413 2.4642
H 0.5727 1.4300 -2.3414
H -0.8522 3.9817 -4.2550
H -1.6414 3.5814 -6.5687
H -1.5352 1.2997 -7.5362
H -0.7896 -0.5842 -6.1296
H 0.0700 -1.4532 -4.1477
H 1.8933 -0.2287 -3.2276
H 1.7401 0.1285 -0.3607
H 2.4011 -0.3663 1.8186
H 2.3481 -0.9790 4.1001
H 3.5047 -1.9595 6.0436
H 5.3995 -3.5137 5.6989
H 6.1333 -4.0599 3.4056
H 4.9776 -3.0876 1.4672
Cl -5.0346 -3.9434 3.8664
C -3.5614 -3.5412 3.0705
C -2.3400 -3.8589 3.6612
Cl -2.3008 -4.6797 5.1753
C -1.1445 -3.5186 3.0242
Cl 0.3861 -3.8977 3.7149
C -1.1738 -2.8611 1.8012
O -0.0888 -2.4803 1.1299
C -2.4100 -2.5624 1.1910
O -2.3268 -1.9645 0.0089
C -3.5942 -2.8989 1.8301
Cl -5.0864 -2.5020 1.0639
Cl -2.8528 0.9867 -1.0817
C -3.3781 0.0348 -2.3909
C -2.4728 -0.8267 -3.0164
C -2.9313 -1.6873 -4.0078
Cl -1.8681 -2.8455 -4.7013
C -4.2614 -1.6475 -4.4193
Cl -4.8144 -2.7193 -5.6363
C -5.1466 -0.7494 -3.8292
Cl -6.7720 -0.6723 -4.3591
C -4.7082 0.0777 -2.7981
Cl -5.7969 1.1541 -2.0336
C 2.0183 4.7719 0.1650
C 0.5119 4.5784 0.3410
N 0.1160 3.1820 0.3956
C 0.1620 2.3933 1.4848
S -0.4278 0.8145 1.4520
N 0.6872 2.9069 2.6116
C 0.7083 2.1987 3.8868
C 1.2943 3.0935 4.9647
H 2.2552 5.8338 0.0904
H 2.3526 4.2766 -0.7464
H 2.5774 4.3507 1.0012
H -0.0125 5.0259 -0.5017
H 0.1615 5.0898 1.2421
H -0.2496 2.7627 -0.4450
H 1.0236 3.8558 2.6203
H 1.2976 1.2874 3.7752
H -0.3063 1.8921 4.1435
H 2.3098 3.4026 4.7090
H 1.3331 2.5520 5.9079
H 0.6799 3.9844 5.1081
*
```

**E_HOMO (spin up / spin down)**: -7.178 / -7.435 eV
**<S²>**: 3.803
**Maximum force**: 0.014 hartree/bohr
**Total energy**: -8987.82995 hartree
**LUMO energy (spin up / spin down)**: 0.1 / -0.4 eV
**Orbital gap (spin up / spin down)**: 7.26 / 7.04 eV

=====

# 2
# C6H8N

An isolated ion of composition C6H8N and charge +1 (ωB97M-V/def2-TZVPD, OMol25).

The geometry in ORCA input format:
```
! RIJCOSX wB97M-V def2-TZVPD def2/J DEFGRID3
* xyz 1 3
C 1.6030 1.1121 -0.1010
C 2.4129 0.1328 0.0092
C 0.2441 0.7950 -0.1235
C 1.5902 -1.0757 0.0644
C -1.0777 2.1464 0.0421
C -0.9512 -1.3765 -0.0725
N 0.1927 -0.5154 -0.0458
H 1.8067 -1.7692 -0.7508
H 1.6908 -1.5929 1.0224
H -1.7994 1.9390 -0.7344
H -0.5164 3.0521 -0.1029
H -1.4586 2.0007 1.0407
H -1.6399 -1.1578 0.7439
H -0.6047 -2.4053 0.0248
H -1.4924 -1.2854 -1.0164
*
```

**E_HOMO (spin up / spin down)**: -14.091 / -15.065 eV
**<S²>**: 2.007
**Maximum force**: 0.105 hartree/bohr
**Total energy**: -287.65925 hartree
**LUMO energy (spin up / spin down)**: -5.1 / -7.1 eV
**Orbital gap (spin up / spin down)**: 9.04 / 7.93 eV

=====

# 3
# BrClFHSi

A 2-piece molecular cluster, BrClFHSi overall (ωB97M-V/def2-TZVPD, OMol25).

The geometry in ORCA input format:
```
! RIJCOSX wB97M-V def2-TZVPD def2/J DEFGRID3
* xyz 0 1
F -0.9343 -0.5782 1.5714
Si 0.4783 -0.8342 0.9376
Cl 2.0806 -0.6423 1.9060
Br 2.7711 2.7387 0.1128
H 0.5047 -0.4288 -0.4534
*
```

**E_HOMO (spin up / spin down)**: -10.772 / -7.203 eV
**Maximum force**: 0.078 hartree/bohr
**Total energy**: -3424.14290 hartree
**LUMO energy (spin up / spin down)**: -0.7 / -3.7 eV
**Orbital gap (spin up / spin down)**: 10.09 / 3.46 eV

=====

# 4
# C35H86BrN8O7

A 6-piece molecular cluster, C35H86BrN8O7 overall (ωB97M-V/def2-TZVPD, OMol25).

The geometry in ORCA input format:
```
! RIJCOSX wB97M-V def2-TZVPD def2/J DEFGRID3
* xyz 1 1
C -3.3632 3.3880 -1.6359
C -2.9759 2.8009 -3.1357
C -4.0068 1.5693 -3.5875
C -3.4638 0.7544 -4.9018
N -4.3593 0.7088 -2.3951
C -3.5163 -0.1250 -1.7031
N -4.0617 -0.8668 -0.5028
C -4.8300 -2.1148 -0.8767
C -4.1168 -3.3716 -0.0787
C -3.9598 -3.1341 1.5443
C -2.5143 -3.8230 2.0270
C -1.2185 -2.9179 1.5762
C 0.0665 -3.0148 2.6164
C -0.2153 -2.3417 4.0860
O 0.1551 -3.2962 5.1426
C -1.0462 -3.9646 5.6816
N -2.0697 -0.2229 -2.1341
C -1.5526 -1.6441 -2.1534
C -2.3623 -2.6673 -3.1462
O -3.3061 -2.3409 -4.0334
Br -1.9568 -4.6624 -3.0119
H -3.0534 4.5389 -1.6579
H -2.6887 2.8696 -0.8013
H -4.5121 3.2444 -1.3910
H -3.0085 3.6329 -3.9593
H -1.9132 2.2885 -3.0435
H -5.0069 2.1231 -3.9316
H -4.1377 -0.1490 -5.2161
H -2.3521 0.3756 -4.6896
H -3.3386 1.5601 -5.7739
H -5.3639 0.7552 -2.0495
H -4.7976 -0.2129 -0.0997
H -5.9291 -2.0297 -0.4194
H -4.9730 -2.2877 -2.0252
H -4.6714 -4.4038 -0.2188
H -3.0287 -3.5250 -0.5027
H -3.8930 -2.0121 1.8694
H -4.8701 -3.6352 2.0829
H -2.3900 -4.8720 1.4913
H -2.4786 -3.9672 3.1906
H -0.8275 -3.3960 0.5546
H -1.5170 -1.7825 1.4361
H 0.4648 -4.1213 2.6489
H 0.9251 -2.3557 2.1126
H -1.3328 -1.9911 4.1193
H 0.4723 -1.3773 4.1859
H -1.9794 -3.2370 5.7920
H -1.3151 -4.8562 4.9586
H -0.7649 -4.4434 6.7278
H -1.4861 0.3273 -1.4432
H -1.4803 -2.1028 -1.0792
H -0.4341 -1.5855 -2.5651
C 4.5633 2.1274 1.3975
C 3.2209 2.2074 2.1199
C 2.7004 0.8359 2.6082
O 2.1444 0.0166 1.5749
C 3.1046 -0.7068 0.8199
N 2.2464 2.8732 1.2431
H 4.4733 1.7347 0.3807
H 5.0096 3.1250 1.3132
H 5.2681 1.4952 1.9477
H 3.3695 2.8357 3.0065
H 1.8792 1.0178 3.3122
H 3.4697 0.2880 3.1665
H 3.9578 -1.0219 1.4284
H 3.4400 -0.1088 -0.0282
H 2.6178 -1.6009 0.4191
H 1.3797 3.0120 1.7644
H 1.9853 2.2024 0.5147
C -9.8731 -0.5123 -5.9720
C -9.4926 0.7587 -5.2171
C -8.4779 1.6458 -5.9747
O -7.1305 1.1653 -5.9319
C -6.8378 0.1553 -6.8856
N -8.9966 0.3906 -3.8829
H -9.0908 -1.2758 -5.9354
H -10.7727 -0.9597 -5.5337
H -10.0905 -0.2946 -7.0229
H -10.4106 1.3456 -5.0916
H -8.4553 2.6268 -5.4846
H -8.7933 1.8255 -7.0100
H -7.3834 0.3003 -7.8229
H -7.0533 -0.8279 -6.4659
H -5.7657 0.1924 -7.1011
H -8.8355 1.2448 -3.3474
H -8.0572 0.0014 -4.0049
C 6.6491 1.8281 -5.0055
C 6.1513 0.6960 -4.1107
C 4.7704 0.9750 -3.4737
O 4.8050 1.8883 -2.3724
C 4.8195 3.2576 -2.7467
N 7.1696 0.4130 -3.0886
H 7.0206 2.6848 -4.4360
H 7.4790 1.4806 -5.6318
H 5.8552 2.1788 -5.6732
H 6.0457 -0.1927 -4.7447
H 4.3924 0.0317 -3.0608
H 4.0382 1.2988 -4.2237
H 4.2336 3.4457 -3.6515
H 5.8472 3.5974 -2.8792
H 4.3849 3.8381 -1.9273
H 6.8771 -0.4065 -2.5546
H 7.1321 1.1735 -2.4037
C -2.8741 1.2319 6.3919
C -2.2618 -0.1307 6.7056
C -2.2426 -0.4656 8.2149
O -1.2214 0.2117 8.9541
C -1.5549 1.5380 9.3346
N -0.9139 -0.1937 6.1219
H -2.2012 2.0617 6.6263
H -3.1083 1.3065 5.3236
H -3.8069 1.3802 6.9461
H -2.8853 -0.8853 6.2108
H -2.0212 -1.5347 8.3206
H -3.2255 -0.3071 8.6758
H -2.6197 1.6483 9.5616
H -1.2564 2.2369 8.5525
H -0.9830 1.7874 10.2334
H -0.5469 -1.1379 6.2492
H -0.3026 0.3838 6.7062
C 10.5743 -1.0698 1.4122
C 10.7025 0.4153 1.0835
C 9.4165 1.2240 1.3712
O 8.3840 1.0528 0.3950
C 7.5948 -0.1134 0.5749
N 11.1282 0.5589 -0.3164
H 9.9929 -1.6192 0.6662
H 11.5649 -1.5379 1.4488
H 10.1030 -1.2164 2.3897
H 11.4941 0.8199 1.7258
H 9.6743 2.2897 1.3417
H 9.0334 1.0271 2.3801
H 7.4546 -0.3595 1.6318
H 8.0432 -0.9532 0.0430
H 6.6121 0.0699 0.1301
H 11.3066 1.5466 -0.5036
H 10.3174 0.3444 -0.9040
*
```

**E_HOMO**: -10.277 eV
**Maximum force**: 0.174 hartree/bohr
**Total energy**: -4923.24729 hartree
**LUMO energy**: -4.2 eV
**Orbital gap**: 6.07 eV

=====

# 5
# C8H9N4O2

An isolated ion of composition C8H9N4O2 and charge +1 (ωB97M-V/def2-TZVPD, OMol25).

The geometry in ORCA input format:
```
! RIJCOSX wB97M-V def2-TZVPD def2/J DEFGRID3
* xyz 1 1
H -0.1579 -0.8621 2.4865
N -0.1461 -0.9181 1.4737
C 0.7906 -0.4173 0.7909
C 1.7789 0.5445 1.1736
C 2.5744 1.0472 0.2351
C 2.5140 0.7352 -1.1178
C 1.5501 -0.1224 -1.6125
C 0.6074 -0.6816 -0.7096
N -0.4385 -1.4266 -0.9870
C -1.5049 -1.3549 -0.1607
N -2.1674 -2.4012 0.2534
O -2.1901 -0.1551 -0.1407
C -1.5981 1.1382 -0.5092
N -2.5343 2.0295 -0.8617
O -0.4262 1.3471 -0.5291
H 1.5712 0.8351 2.1853
H 3.3403 1.7785 0.4281
H 3.1223 1.1774 -1.8244
H 1.6914 -0.4665 -2.5709
H -3.0597 -2.3341 0.6294
H -1.6539 -3.2209 0.2005
H -2.1222 2.6712 -1.5786
H -3.5905 1.8811 -0.8919
*
```

**E_HOMO (spin up / spin down)**: -12.668 / -12.669 eV
**Maximum force**: 0.095 hartree/bohr
**Total energy**: -679.46274 hartree
**LUMO energy (spin up / spin down)**: -5.3 / -5.3 eV
**Orbital gap (spin up / spin down)**: 7.38 / 7.38 eV